Density functional theory data (ωB97M-V/def2-TZVPD) for 2 unconnected molecules or ions with the total composition C3H4N2O at a distorted geometry.

Its energy relative to the best compared isomer or geometry (same formula, charge and spin) is 649.5 kJ/mol. The calculation puts the LUMO energy (spin up / spin down) at -0.89 / -2.14 eV. For the HOMO-LUMO gap (spin up / spin down), the calculation gives 9.4 / 7.8 eV. Its total energy is -8197.154 eV.

```
! RIJCOSX wB97M-V def2-TZVPD def2/J DEFGRID3
* xyz 0 1
C -1.72 1.05 -0.25
C 2.31 -0.54 0.15
C -0.40 -0.55 0.20
N -2.42 0.07 0.13
N -1.66 -1.01 0.37
O -0.41 0.75 -0.18
H -2.16 1.90 -0.66
H 1.99 0.40 0.28
H 2.27 -0.86 -0.95
H 2.19 -1.21 0.92
*
```